No. 1
This record from the OMol25 dataset describes 2 unconnected molecules or ions with the total composition C7H13NPS in a non-equilibrium geometry. The level of theory is ωB97M-V/def2-TZVPD.

## Properties
HOMO (spin up / spin down) (eV): -11.85 / -11.85
Total charge: +1
Orbital gap (spin up / spin down) (eV): 7.22 / 7.21

Geometry (Å):
C -1.537 1.197 0.352
C -2.600 0.461 0.120
C -0.727 -1.246 0.184
C -3.985 1.025 -0.073
C -0.004 -2.557 0.180
C 3.004 1.463 0.369
C 2.426 0.599 -0.687
N 2.792 -0.653 -0.766
P 0.002 0.257 0.664
S -2.427 -1.274 -0.253
H -4.156 1.933 0.436
H -4.460 0.248 0.392
H -4.268 1.189 -1.121
H 0.693 -2.756 1.114
H 0.433 -2.786 -0.812
H -0.797 -3.218 0.344
H 2.198 1.997 0.812
H 3.700 0.948 1.126
H 3.637 2.165 -0.117
H 1.935 1.149 -1.416
H 3.136 -1.145 0.089
H 2.467 -1.262 -1.504
H -1.463 2.267 0.566

Results of the natural (NBO) charge analysis, in e, for atoms 1 through 6: C -0.534; C -0.125; C -0.508; C -0.639; C -0.683; C -0.698

No. 2
This record from the OMol25 dataset describes a molecular structure, C31H46AsFFeNOSb in a non-equilibrium geometry. The level of theory is ωB97M-V/def2-TZVPD.

## Properties
HOMO (spin up / spin down) (eV): -6.29 / -6.29
Multiplicity: 5
Expectation value of S²: 6.094
Orbital gap (spin up / spin down) (eV): 6.51 / 5.52

Geometry (Å):
Fe 0.186 -0.265 -0.137
C 0.269 -3.442 -0.961
C 0.237 -2.941 -2.407
C 1.419 -2.006 -2.663
C -1.149 -2.406 -2.747
C -2.086 -3.367 -3.098
C -3.380 -3.029 -3.443
C -3.759 -1.699 -3.435
C -2.861 -0.703 -3.093
C -3.322 0.739 -3.091
C -4.353 0.979 -1.986
C -3.901 1.153 -4.450
C -1.532 -1.049 -2.748
N -0.635 -0.073 -2.345
C -0.181 0.865 -3.183
C -0.406 0.940 -4.582
C 0.111 1.974 -5.332
C 0.895 2.970 -4.766
C 1.196 2.899 -3.411
C 0.667 1.871 -2.678
F 0.972 1.757 -1.321
H 1.199 -3.976 -0.765
H -0.565 -4.117 -0.772
H 0.191 -2.592 -0.265
H 0.379 -3.816 -3.053
H 1.542 -1.269 -1.852
H 1.284 -1.470 -3.598
H 2.340 -2.583 -2.733
H -1.790 -4.410 -3.116
H -4.082 -3.801 -3.716
H -4.771 -1.439 -3.707
H -2.461 1.379 -2.884
H -5.237 0.364 -2.143
H -4.658 2.024 -1.986
H -3.925 0.737 -1.014
H -4.842 0.642 -4.648
H -3.205 0.919 -5.253
H -4.087 2.227 -4.460
H -0.984 0.158 -5.055
H -0.090 2.008 -6.395
H 1.289 3.775 -5.366
H 1.839 3.630 -2.943
C 0.342 -1.320 2.496
C 0.256 -2.004 3.694
C 1.032 -3.168 3.948
C 0.947 -3.833 5.144
C 0.072 -3.402 6.136
C -0.712 -2.275 5.914
C -0.622 -1.584 4.732
H 1.144 -1.551 1.799
H -0.211 -0.397 2.363
H 1.701 -3.516 3.173
H 1.568 -4.700 5.322
H 0.007 -3.932 7.072
H -1.393 -1.940 6.684
H -1.215 -0.691 4.575
C 0.764 4.052 0.491
As 1.006 2.679 1.861
C -0.690 2.517 2.840
C 2.304 3.420 3.120
O 1.505 1.239 1.309
H 0.525 5.006 0.950
H -0.027 3.761 -0.197
H 1.698 4.132 -0.066
H -1.042 3.483 3.193
H -0.528 1.856 3.693
H -1.438 2.071 2.181
H 1.953 4.374 3.509
H 3.258 3.561 2.611
H 2.447 2.719 3.942
C -3.916 -3.548 -0.130
Sb -2.759 -1.994 0.841
C -2.816 -3.067 2.723
C -4.586 -0.900 1.312
H -4.726 -3.858 0.521
H -3.294 -4.407 -0.355
H -4.324 -3.167 -1.056
H -3.775 -3.561 2.828
H -2.674 -2.376 3.543
H -2.025 -3.805 2.765
H -5.112 -1.392 2.123
H -5.219 -0.889 0.433
H -4.371 0.123 1.601

Results of the natural (NBO) charge analysis, in e, for atoms 1 through 6: Fe 0.856; C -0.568; C -0.231; C -0.589; C -0.075; C -0.210

No. 3
This record from the OMol25 dataset describes a molecular structure, C22H56N8O13Zn2 in a non-equilibrium geometry. The level of theory is ωB97M-V/def2-TZVPD.

## Properties
HOMO (eV): -7.45
Orbital gap (eV): 3.65

Geometry (Å):
Zn -5.214 -4.108 2.869
Zn -2.000 -3.813 -0.797
C -1.303 -4.313 3.051
O -2.056 -3.968 3.953
O -0.831 -3.482 2.287
O -1.905 -5.120 2.329
C -5.951 -3.593 -0.892
O -5.185 -4.139 -1.625
O -6.530 -4.322 -0.054
O -5.223 -2.876 -0.212
C -8.785 -7.325 5.555
O -7.926 -6.721 5.067
N -8.558 -8.354 6.249
N -9.986 -7.084 5.425
H -9.266 -9.074 6.273
H -7.643 -8.747 6.418
H -10.617 -7.860 5.564
H -10.199 -6.266 4.873
C -6.639 -9.156 -4.100
O -6.721 -10.331 -4.486
N -5.749 -8.296 -4.616
N -7.246 -8.596 -3.098
H -5.221 -8.690 -5.382
H -5.539 -7.475 -4.067
H -8.075 -9.015 -2.701
H -6.904 -7.687 -2.821
C -4.495 5.605 -2.155
O -4.648 4.760 -3.271
C -4.663 3.307 -2.905
C -5.726 2.642 -3.810
N -5.123 2.278 -5.074
C -5.828 1.313 -5.873
C -7.098 2.042 -6.571
O -6.792 3.400 -6.765
C -8.003 4.091 -7.101
H -3.538 5.535 -1.637
H -5.229 5.322 -1.401
H -4.778 6.626 -2.410
H -5.017 3.270 -1.875
H -3.733 2.748 -2.808
H -6.576 3.291 -4.021
H -6.027 1.705 -3.341
H -5.262 3.138 -5.587
H -6.222 0.469 -5.306
H -5.169 0.874 -6.621
H -7.852 1.932 -5.792
H -7.536 1.542 -7.434
H -7.877 5.168 -6.995
H -8.848 3.827 -6.466
H -8.180 3.914 -8.162
C -8.090 -1.367 7.243
C -8.461 -0.906 5.880
C -9.367 0.348 5.923
O -9.261 0.952 4.599
C -9.580 2.381 4.448
N -7.280 -0.823 5.007
H -7.430 -0.667 7.757
H -7.447 -2.224 7.042
H -8.875 -1.791 7.869
H -9.062 -1.668 5.383
H -8.795 1.007 6.576
H -10.373 0.156 6.296
H -9.563 2.812 5.449
H -10.539 2.554 3.958
H -8.818 2.821 3.804
H -7.596 -0.123 4.351
H -6.487 -0.410 5.475
C 0.750 -2.272 -5.118
C -0.097 -3.227 -4.248
C 0.732 -4.510 -3.824
O -0.248 -5.281 -3.105
C 0.351 -6.516 -2.692
N -0.385 -2.377 -3.101
H 0.373 -1.249 -5.137
H 0.952 -2.568 -6.147
H 1.751 -2.266 -4.685
H -1.025 -3.442 -4.776
H 1.581 -4.234 -3.199
H 0.908 -5.112 -4.715
H 1.307 -6.428 -2.177
H 0.658 -6.998 -3.620
H -0.424 -7.107 -2.203
H 0.509 -1.979 -2.852
H -0.972 -1.599 -3.368
C -15.045 -2.373 0.514
C -13.725 -2.204 -0.134
C -13.098 -0.754 -0.082
O -13.919 -0.126 -1.156
C -13.684 1.226 -1.359
N -12.795 -2.982 0.748
H -14.993 -2.135 1.576
H -15.372 -3.410 0.585
H -15.827 -1.861 -0.046
H -13.840 -2.675 -1.110
H -12.024 -0.651 -0.236
H -13.365 -0.209 0.824
H -13.962 1.827 -0.493
H -14.175 1.433 -2.310
H -12.639 1.427 -1.595
H -11.841 -2.713 0.554
H -12.814 -3.963 0.506

Results of the Löwdin charge analysis, in e, for atoms 1 through 6: Zn 0.540; Zn 0.648; C -0.955; O 0.127; O 0.139; O 0.147

No. 4
This record from the OMol25 dataset describes a gas-phase ion, C6H12N3O2 (charge +1) in a non-equilibrium geometry. The level of theory is ωB97M-V/def2-TZVPD.

## Properties
HOMO (spin up / spin down) (eV): -13.06 / -13.02
Total charge: +1
SMILES: C=[NH+]/C=[N+](C)\N=C(/[O-])OCC
Orbital gap (spin up / spin down) (eV): 7.40 / 7.37

Geometry (Å):
C 2.840 -0.302 -0.420
C -0.661 -0.288 0.618
C 2.075 1.241 -2.181
C -4.085 0.712 -0.112
C 1.852 -1.572 1.300
C -2.827 0.410 0.706
N 1.689 -0.606 0.272
N 0.515 -0.320 -0.230
N 2.876 0.445 -1.572
O -0.676 -0.521 1.790
O -1.707 0.108 -0.103
H 3.852 -0.651 -0.038
H 1.143 1.288 -1.712
H 2.398 1.699 -3.149
H -4.001 1.793 -0.466
H -4.174 0.064 -0.933
H -4.913 0.640 0.617
H 2.607 -2.245 0.970
H 2.159 -1.139 2.238
H 0.844 -2.038 1.353
H -2.958 -0.302 1.511
H -2.620 1.303 1.450
H 3.773 0.282 -1.910

Results of the natural (NBO) charge analysis, in e, for atoms 1 through 6: C 0.073; C 0.852; C 0.041; C -0.624; C -0.445; C -0.093

What is the formula in the third record?
C22H56N8O13Zn2